Entry 1:
This record from the Open Molecules 2025 dataset describes a 2-piece molecular cluster, C6H12N2 overall in a non-equilibrium geometry. The level of theory is wB97M-V/def2-TZVPD.

Results
* Kohn-Sham gap: 9.525 eV
* HOMO: -8.67 eV

ORCA input file:
```
! RIJCOSX wB97M-V def2-TZVPD def2/J DEFGRID3
* xyz 0 1
C -0.72 -2.20 1.71
C -1.02 -1.10 0.71
C -1.29 0.22 0.83
N -1.92 0.58 -0.34
C -1.95 -0.52 -1.13
N -1.45 -1.56 -0.53
H 0.33 -2.41 1.89
H -1.20 -3.05 1.23
H -1.20 -1.91 2.64
H -0.96 0.97 1.53
H -2.30 1.49 -0.54
H -2.42 -0.43 -2.07
C 2.48 1.72 -0.48
C 1.48 0.74 -1.08
H 2.14 2.74 -0.30
H 2.84 1.41 0.51
H 3.40 1.80 -1.08
H 1.21 1.17 -2.04
H 0.65 0.59 -0.38
H 1.91 -0.25 -1.08
*
```

Atomic partial charges in e from the Löwdin method, atoms 1 to 6:
1 C -0.0386
2 C -0.3572
3 C -0.1020
4 N 0.0412
5 C -0.2114
6 N 0.0950

=====

Entry 2:
This record from the Open Molecules 2025 dataset describes a 2-piece molecular cluster, C6H12N2 overall in a non-equilibrium geometry. The level of theory is wB97M-V/def2-TZVPD.

Results
* Kohn-Sham gap (spin up / spin down): 10.868 / 7.201 eV
* HOMO (spin up / spin down): -14.95 / -15.06 eV

ORCA input file:
```
! RIJCOSX wB97M-V def2-TZVPD def2/J DEFGRID3
* xyz 1 2
C -0.26 -2.28 -0.66
C 1.63 0.31 0.79
C 0.84 -1.42 -0.18
C 1.80 -0.84 -1.09
N 0.80 -0.74 1.00
N 2.33 0.17 -0.38
H 1.85 1.12 1.46
H 3.20 0.63 -0.63
H 2.27 -1.25 -1.96
H -1.15 -1.72 -0.35
H -0.34 -3.27 -0.18
H -0.43 -2.47 -1.75
C -1.36 1.50 1.26
C -1.83 1.47 -0.20
H -1.85 2.35 1.69
H -1.52 0.54 1.74
H -0.28 1.61 1.19
H -1.46 0.53 -0.63
H -2.91 1.51 -0.37
H -1.36 2.26 -0.77
*
```

Atomic partial charges in e from the Löwdin method, atoms 1 to 6:
1 C 0.0024
2 C -0.0367
3 C -0.2206
4 C 0.0989
5 N 0.1745
6 N 0.1252

=====

Entry 3:
This record from the Open Molecules 2025 dataset describes a 2-piece molecular cluster, C6H12N2O overall in a non-equilibrium geometry. The level of theory is wB97M-V/def2-TZVPD.

Results
* Kohn-Sham gap: 10.004 eV
* HOMO: -9.22 eV

ORCA input file:
```
! RIJCOSX wB97M-V def2-TZVPD def2/J DEFGRID3
* xyz 0 1
C 1.62 1.43 -0.74
N 0.90 0.31 -1.26
C 0.88 -0.80 -0.63
C 1.54 -1.07 0.70
O 0.46 -1.88 -1.33
H 2.70 1.25 -0.71
H 1.30 1.69 0.28
H 1.41 2.28 -1.40
H 1.49 -2.12 0.98
H 1.04 -0.47 1.46
H 2.59 -0.77 0.66
H 0.40 -2.65 -0.75
C -1.41 1.53 1.46
C -1.58 0.87 0.32
N -1.71 -0.53 0.34
C -2.28 -1.15 -0.60
H -1.32 1.01 2.40
H -1.28 2.60 1.48
H -1.71 1.37 -0.64
H -2.44 -2.22 -0.50
H -2.58 -0.64 -1.51
*
```

Atomic partial charges in e from the Löwdin method, atoms 1 to 6:
1 C -0.1479
2 N 0.0268
3 C -0.5067
4 C -0.0033
5 O 0.0410
6 H 0.0790

=====

Entry 4:
This record from the Open Molecules 2025 dataset describes a single C6H12N2O molecule in a non-equilibrium geometry. The level of theory is wB97M-V/def2-TZVPD.

Results
* Kohn-Sham gap: 9.232 eV
* HOMO: -8.59 eV

ORCA input file:
```
! RIJCOSX wB97M-V def2-TZVPD def2/J DEFGRID3
* xyz 0 1
H 3.63 -0.91 -1.71
N 2.73 -0.49 -1.53
C 2.89 0.62 -0.88
N 1.87 1.35 -0.39
C 0.39 1.10 -0.43
C -0.14 0.06 0.27
C 0.72 -0.99 0.97
C -1.46 -0.32 -0.05
C -2.59 -0.06 1.00
O -3.80 -0.92 0.53
H 3.93 0.93 -0.52
H 2.10 2.31 0.32
H -0.15 2.00 -0.76
H 1.25 -1.57 0.34
H 0.03 -1.58 1.56
H 1.51 -0.65 1.64
H -1.51 -1.30 -0.36
H -1.82 0.19 -0.96
H -2.10 -0.38 2.01
H -2.86 0.92 1.24
H -4.68 -1.13 1.20
*
```

Atomic partial charges in e from the Löwdin method, atoms 1 to 6:
1 H 0.0207
2 N 0.0483
3 C -0.3756
4 N -0.0466
5 C -0.0455
6 C -0.2953

=====

Entry 5:
This record from the Open Molecules 2025 dataset describes a single C6H12N2O molecule in a non-equilibrium geometry. The level of theory is wB97M-V/def2-TZVPD.

Results
* Kohn-Sham gap: 10.443 eV
* HOMO: -9.69 eV

ORCA input file:
```
! RIJCOSX wB97M-V def2-TZVPD def2/J DEFGRID3
* xyz 0 1
C 0.34 1.82 0.81
C 0.67 0.58 0.01
C 1.98 -0.06 0.43
N 0.63 0.90 -1.57
N -0.34 0.11 -1.70
O -0.98 -0.19 -2.69
C -0.51 -0.38 -0.32
C -1.89 -0.04 0.23
C -0.27 -1.88 -0.25
H 1.23 2.44 0.91
H 0.00 1.55 1.80
H -0.42 2.42 0.32
H 2.36 -0.71 -0.35
H 1.84 -0.63 1.34
H 2.72 0.71 0.61
H -2.12 1.01 0.11
H -1.93 -0.28 1.29
H -2.64 -0.63 -0.29
H -1.04 -2.39 -0.83
H -0.33 -2.23 0.78
H 0.70 -2.15 -0.65
*
```

Atomic partial charges in e from the Löwdin method, atoms 1 to 6:
1 C -0.0415
2 C -0.4169
3 C -0.0391
4 N 0.2171
5 N -0.3352
6 O 0.0304

=====

Entry 6:
This record from the Open Molecules 2025 dataset describes a single C6H12N2O molecule in a non-equilibrium geometry. The level of theory is wB97M-V/def2-TZVPD.

Results
* Kohn-Sham gap: 9.596 eV
* HOMO: -8.59 eV

ORCA input file:
```
! RIJCOSX wB97M-V def2-TZVPD def2/J DEFGRID3
* xyz 0 1
C 2.63 -1.03 -0.06
O 2.05 0.27 -0.29
C 0.85 0.41 0.45
C 0.23 1.80 0.06
N -1.16 1.60 -0.25
C -1.55 0.29 0.22
C -2.27 -1.02 -0.25
N -0.96 -1.72 0.11
C -0.25 -0.47 -0.15
H 3.69 -0.96 -0.37
H 2.66 -1.30 1.02
H 2.04 -1.78 -0.66
H 1.13 0.21 1.52
H 0.40 2.57 0.82
H 0.77 2.16 -0.87
H -1.73 2.41 0.06
H -1.64 0.21 1.33
H -3.13 -1.41 0.36
H -2.54 -1.08 -1.31
H -0.99 -1.95 1.11
H -0.10 -0.38 -1.22
*
```

Atomic partial charges in e from the Löwdin method, atoms 1 to 6:
1 C -0.0823
2 O -0.1910
3 C -0.2830
4 C -0.1447
5 N -0.0451
6 C -0.2706

=====

Entry 7:
This record from the Open Molecules 2025 dataset describes a single C6H12N2O molecule. The level of theory is wB97M-V/def2-TZVPD.

Results
* Kohn-Sham gap: 7.349 eV
* HOMO: -7.32 eV

ORCA input file:
```
! RIJCOSX wB97M-V def2-TZVPD def2/J DEFGRID3
* xyz 0 1
C 1.35 0.25 0.21
C 2.86 0.22 0.00
N 1.05 0.35 1.64
C 0.73 -0.98 -0.38
N -0.49 -1.17 -0.76
H 0.94 1.15 -0.25
H 1.27 -0.51 2.13
H 0.08 0.59 1.78
H -0.76 -2.13 -1.03
H 1.36 -1.87 -0.37
H 3.10 0.18 -1.06
H 3.30 1.12 0.43
H 3.30 -0.65 0.50
C -1.80 1.01 -0.48
O -1.72 1.29 0.92
C -1.81 -0.46 -0.78
C -2.79 -1.34 -1.03
H -2.48 0.88 1.34
H -2.72 1.44 -0.89
H -0.96 1.53 -0.94
H -3.81 -0.93 -1.00
*
```

Atomic partial charges in e from the Löwdin method, atoms 1 to 6:
1 C -0.4356
2 C -0.0636
3 N 0.0643
4 C -0.0076
5 N 0.0977
6 H 0.1279

=====

Entry 8:
This record from the Open Molecules 2025 dataset describes a single C6H12N2O molecule in a non-equilibrium geometry. The level of theory is wB97M-V/def2-TZVPD.

Results
* Kohn-Sham gap: 5.118 eV
* HOMO: -5.43 eV

ORCA input file:
```
! RIJCOSX wB97M-V def2-TZVPD def2/J DEFGRID3
* xyz 0 1
C -3.18 -0.32 0.08
C -1.77 -0.88 0.25
C -0.63 -0.25 0.25
C 0.66 -1.02 0.64
N 1.88 -0.52 0.00
C 2.00 0.93 0.38
C 0.76 1.64 -0.33
N -0.44 1.32 0.48
O -1.46 2.04 0.18
H -3.98 -0.87 0.56
H -3.36 -0.45 -1.01
H -2.91 0.74 0.39
H -1.82 -2.00 0.35
H 0.59 -1.06 1.80
H 0.55 -2.06 0.39
H 2.55 -1.16 0.38
H 1.66 -0.43 -1.04
H 3.04 1.20 -0.15
H 1.96 1.12 1.45
H 0.73 2.79 -0.34
H 0.86 1.36 -1.31
*
```

Atomic partial charges in e from the Löwdin method, atoms 1 to 6:
1 C -0.0990
2 C -0.1519
3 C -0.2110
4 C -0.1453
5 N 0.0171
6 C -0.1136

=====

Entry 9:
This record from the Open Molecules 2025 dataset describes a single C6H12N2O molecule in a non-equilibrium geometry. The level of theory is wB97M-V/def2-TZVPD.

Results
* Kohn-Sham gap: 8.915 eV
* HOMO: -7.94 eV

ORCA input file:
```
! RIJCOSX wB97M-V def2-TZVPD def2/J DEFGRID3
* xyz 0 1
C 1.62 -2.47 1.31
C 1.81 -1.39 0.25
N 0.69 -0.49 0.09
C 0.80 0.85 0.11
C -0.23 1.71 -0.12
C -1.55 1.16 -0.58
C -2.84 1.84 -0.24
N -1.60 0.18 -1.42
O -0.45 -0.14 -2.17
H 2.36 -3.14 1.11
H 1.66 -2.11 2.45
H 0.61 -2.74 1.02
H 2.16 -1.83 -0.65
H 2.70 -0.83 0.66
H -0.15 -0.97 0.37
H 1.81 1.11 0.43
H -0.19 2.78 0.12
H -3.59 1.09 -0.17
H -2.92 2.70 -0.90
H -2.84 2.12 0.81
H 0.14 0.57 -2.46
*
```

Atomic partial charges in e from the Löwdin method, atoms 1 to 6:
1 C -0.0817
2 C -0.2738
3 N -0.0403
4 C -0.1557
5 C -0.0552
6 C -0.3762

=====

Entry 10:
This record from the Open Molecules 2025 dataset describes C6H12N2O as an isolated structure in a non-equilibrium geometry. The level of theory is wB97M-V/def2-TZVPD.

Results
* Kohn-Sham gap: 6.851 eV
* HOMO: -6.88 eV

ORCA input file:
```
! RIJCOSX wB97M-V def2-TZVPD def2/J DEFGRID3
* xyz 0 1
C 0.56 2.22 -0.07
N -1.11 0.31 0.32
C 0.05 1.13 0.84
N -2.20 0.83 -0.44
O 0.13 1.22 2.06
H -1.50 -0.18 1.12
H -1.93 1.67 -0.96
H -2.50 0.17 -1.15
H 0.18 2.15 -1.09
H 0.20 3.18 0.29
H 1.64 2.25 -0.13
C 1.27 -0.86 0.17
C -0.31 -1.32 -0.15
C 1.95 -1.36 1.22
C -0.63 -1.74 -1.42
H 1.81 -0.69 -0.75
H -0.61 -1.99 0.65
H 1.47 -1.52 2.18
H -0.44 -1.14 -2.30
H 3.01 -1.60 1.16
H -1.04 -2.73 -1.54
*
```

Atomic partial charges in e from the Löwdin method, atoms 1 to 6:
1 C 0.0015
2 N -0.1025
3 C -0.4318
4 N 0.0675
5 O 0.0904
6 H 0.1362

=====

Taking the records one at a time from the top gives energy relative to the best compared isomer or geometry (same formula, charge and spin) values of 0.484; 0.854; 2.384; 4.283; 2.855; 3.780; 4.298; 7.478; 4.150; 6.203 eV.
Taking the records one at a time from the top gives calculated total energy values of -9396.3654; -9387.8317; -11442.2872; -11440.3882; -11441.8157; -11440.8903; -11440.3732; -11437.1932; -11440.5205; -11438.4676 eV.